The following is a quantum chemistry calculation of 3 unconnected molecules or ions with the total composition C4H13N2O2, from the Open Molecules 2025 dataset.

```
21
Properties=species:S:1:pos:R:3:forces:R:3
O 0.498 0.248 -1.670 -1.1 -1.5 0.7
O -4.738 -0.547 -0.610 0.1 -0.3 0.2
N 2.170 0.358 -0.207 0.7 -2.0 0.1
N -1.497 0.543 0.582 -0.2 -0.2 -0.9
C 3.318 -0.453 0.336 -1.1 0.4 0.0
C 1.047 -0.304 -0.706 1.7 3.3 -2.2
C -0.624 1.702 0.701 0.0 0.4 -1.1
C 0.628 -1.506 -0.087 -0.4 -0.6 1.6
H -0.541 2.160 -0.293 0.0 0.3 0.3
H -1.005 2.432 1.410 -0.1 -0.3 0.1
H 4.213 0.159 0.354 -0.1 0.1 0.2
H 3.509 -1.319 -0.300 0.1 0.0 0.1
H 2.487 1.039 -0.887 -0.3 0.3 0.1
H 3.018 -0.741 1.342 0.5 -0.2 0.1
H -2.463 0.865 0.482 -0.2 -0.4 1.1
H 0.395 1.450 0.972 0.1 -0.2 0.3
H -1.441 0.015 -0.282 0.7 0.4 -0.2
H -0.051 -2.244 -0.494 -0.1 0.3 -0.3
H -5.177 -1.180 -0.026 0.1 0.2 0.0
H -4.845 -0.943 -1.481 0.0 0.1 -0.1
H 1.101 -1.735 0.865 -0.2 -0.2 0.0
```
Positions in Å, forces in eV/Å.

Properties
E_tot   -419.78313 hartree
Charge   +1
Energy above the lowest of the compared OMol25 structures with the same formula, charge and spin   636.2 kJ/mol
Gap between HOMO and LUMO   5.3 eV
HOMO   -0.5094 hartree

The following is a quantum chemistry calculation of C4H13N2OP in the gas phase, from the Open Molecules 2025 dataset.

```
21
Properties=species:S:1:pos:R:3:forces:R:3
P 0.313 0.089 -0.185 -2.5 -1.2 3.2
O 1.293 0.403 -1.200 1.6 0.3 -1.3
N 0.922 -0.071 1.416 1.1 1.3 -1.1
N 1.781 1.005 1.931 -2.3 -0.4 0.6
C -1.592 1.863 -1.583 1.2 0.8 -2.6
C -1.047 1.408 -0.192 -0.2 -1.4 -2.1
C -0.399 -1.690 -0.172 3.8 2.2 -1.0
C 0.808 -2.613 0.059 1.9 -1.9 -1.6
H 1.545 -2.203 0.773 -0.6 -0.2 -0.4
H -2.200 1.068 -2.154 1.0 1.1 1.1
H 1.019 1.671 2.162 1.8 0.5 -0.3
H 2.461 1.338 1.238 -0.8 -0.3 0.1
H -0.808 2.273 0.335 1.3 1.5 0.9
H -0.754 -1.734 -1.152 -1.1 -0.7 -1.5
H 0.514 -0.620 2.171 0.2 0.2 -0.6
H 1.472 -2.840 -0.936 -1.9 0.8 2.2
H -1.110 -1.756 0.561 -2.0 -0.3 1.7
H -0.672 2.166 -2.325 -2.1 -0.9 1.9
H -2.220 2.832 -1.563 0.9 -1.7 0.4
H -1.861 1.048 0.371 -1.2 -0.9 0.8
H 0.533 -3.638 0.445 0.0 1.1 -0.5
```
Positions in Å, forces in eV/Å.

Properties
E_tot   -686.26829 hartree
Energy above the lowest of the compared OMol25 structures with the same formula, charge and spin   180.7 kJ/mol
Structure (SMILES)   CCP(=O)(CC)NN
Gap between HOMO and LUMO   10.0 eV
HOMO   -0.3362 hartree

The following is a quantum chemistry calculation of 2 unconnected molecules or ions with the total composition C4H13N2OS, from the Open Molecules 2025 dataset.

```
21
Properties=species:S:1:pos:R:3:forces:R:3
S 3.492 -0.336 1.954 0.1 0.1 -0.1
O -1.627 0.240 1.570 0.1 -0.2 0.5
N 0.650 0.297 -0.961 -0.2 -0.2 0.1
N -2.288 0.223 -0.599 -0.3 -0.4 0.1
C -2.177 0.796 0.664 0.2 0.3 -0.7
C 2.798 0.001 0.314 -0.6 -0.1 0.1
C 1.280 0.104 0.404 0.1 -0.1 0.2
C -2.435 -1.249 -0.670 0.4 0.1 0.2
H -3.268 -1.601 -0.063 0.0 0.0 0.0
H -0.390 0.223 -0.913 0.0 0.2 0.0
H 0.974 0.948 1.011 0.0 0.2 0.0
H 3.609 0.946 2.322 0.0 0.0 0.1
H -2.582 -1.532 -1.701 -0.1 0.0 -0.2
H 0.879 1.221 -1.321 0.0 0.0 -0.2
H 0.963 -0.408 -1.634 0.2 0.1 0.1
H 0.815 -0.762 0.868 0.1 -0.1 -0.2
H 3.202 0.919 -0.102 0.3 0.0 -0.1
H -2.920 0.711 -1.214 -0.1 0.1 -0.1
H -2.522 1.841 0.695 -0.1 0.0 0.1
H -1.529 -1.741 -0.308 -0.1 0.1 0.0
H 3.074 -0.841 -0.318 0.1 0.0 -0.1
```
Positions in Å, forces in eV/Å.

Properties
E_tot   -742.90276 hartree
Charge   +1
Energy above the lowest of the compared OMol25 structures with the same formula, charge and spin   62.6 kJ/mol
Gap between HOMO and LUMO   9.4 eV
HOMO   -0.4691 hartree

The following is a quantum chemistry calculation of a gas-phase ion, C4H13N2S (charge +1), from the Open Molecules 2025 dataset.

```
20
Properties=species:S:1:pos:R:3:forces:R:3
S -1.780 -1.451 -2.160 -0.8 1.6 1.5
N -0.098 0.868 0.906 0.8 -2.2 2.7
N 2.147 -0.015 2.145 -0.2 -0.7 -0.2
C 2.380 0.909 1.054 -1.7 1.0 -0.8
C -0.992 -1.086 -0.524 -0.1 1.1 -0.9
C 1.125 1.823 0.861 -1.8 -0.4 1.2
C -0.937 0.448 -0.307 0.3 1.1 0.4
H -1.717 -1.522 0.154 0.7 -0.2 0.6
H 2.810 -0.064 2.912 -0.1 0.5 -0.2
H -2.755 -0.611 -1.592 0.3 -1.1 -1.5
H 0.922 2.497 1.702 0.4 0.1 -0.4
H -0.531 1.104 -1.080 0.3 -0.9 -0.6
H 0.351 0.022 1.396 -0.3 0.6 -1.0
H 0.013 -1.495 -0.519 0.0 -0.3 0.3
H 2.085 -0.955 1.764 0.3 0.0 0.3
H -0.633 1.074 1.761 -0.6 0.7 -0.8
H 3.257 1.550 1.102 0.2 -0.4 -0.1
H 2.222 0.387 0.118 1.4 -0.6 -0.4
H 0.934 2.301 -0.086 1.0 0.5 -0.3
H -1.917 0.919 -0.180 -0.1 -0.5 0.3
```
Positions in Å, forces in eV/Å.

Properties
E_tot   -667.60471 hartree
Charge   +1
Energy above the lowest of the compared OMol25 structures with the same formula, charge and spin   197.2 kJ/mol
Structure (SMILES)   NCC[NH2+]CCS
Gap between HOMO and LUMO   9.7 eV
HOMO   -0.4700 hartree

The following is a quantum chemistry calculation of a gas-phase ion, C4H13N2S (charge +1), from the Open Molecules 2025 dataset.

```
20
Properties=species:S:1:pos:R:3:forces:R:3
S 2.643 0.289 -1.040 0.0 -0.3 0.2
N 0.048 1.084 0.693 0.1 0.6 -0.9
N -1.996 -0.485 1.131 0.0 0.0 0.6
C 1.340 -0.799 -0.319 0.4 0.5 -0.2
C -3.137 0.398 0.860 1.5 0.9 -0.3
C 0.032 -0.046 -0.269 -0.6 -1.8 -0.9
C -1.191 -0.970 0.030 -0.3 -0.2 0.0
H 1.252 -1.683 -0.944 -0.2 0.0 0.0
H 1.612 -1.143 0.678 0.4 0.1 0.0
H -1.762 -1.103 -0.896 -0.1 0.3 -0.1
H 2.240 0.191 -2.330 0.0 0.0 0.4
H -0.100 0.783 1.662 -0.1 -0.1 -0.1
H -3.590 0.640 1.816 -0.7 -0.6 -0.1
H -0.843 -1.988 0.220 0.1 0.2 0.4
H -0.149 0.265 -1.298 0.2 1.1 0.4
H -2.335 -1.251 1.688 0.1 -0.2 0.1
H 0.861 1.698 0.580 0.4 -0.4 0.0
H -0.734 1.655 0.400 -0.5 0.4 0.5
H -3.731 0.023 0.033 -0.7 0.0 0.3
H -2.798 1.412 0.565 0.1 -0.3 -0.3
```
Positions in Å, forces in eV/Å.

Properties
E_tot   -667.63785 hartree
Charge   +1
Energy above the lowest of the compared OMol25 structures with the same formula, charge and spin   110.2 kJ/mol
Structure (SMILES)   CNC[C@@H]([NH3+])CS
Gap between HOMO and LUMO   10.0 eV
HOMO   -0.4844 hartree

The following is a quantum chemistry calculation of 2 unconnected molecules or ions with the total composition C4H13N2S, from the Open Molecules 2025 dataset.

```
20
Properties=species:S:1:pos:R:3:forces:R:3
S 1.403 -0.170 1.154 0.0 -0.1 0.2
N -1.254 0.797 -0.705 -0.1 -0.5 0.1
N 0.614 1.782 -1.675 -0.1 0.0 0.5
C 0.469 -1.154 2.372 0.2 0.3 -0.5
C 2.402 -1.475 0.382 -0.3 0.2 0.2
C -2.672 0.430 -0.732 0.0 0.5 -0.1
C -0.676 1.472 -1.639 0.1 0.2 -0.3
H -3.112 0.843 -1.636 0.0 -0.1 -0.1
H -0.663 0.467 0.067 0.0 0.0 -0.1
H -0.292 -1.743 1.868 -0.1 -0.1 0.0
H -2.794 -0.647 -0.714 0.0 0.0 0.1
H 1.783 -2.357 0.248 0.0 -0.1 -0.2
H -1.284 1.778 -2.484 -0.1 0.3 0.1
H 0.860 2.679 -2.065 0.2 -0.2 -0.5
H 0.006 -0.451 3.056 0.0 -0.1 0.2
H 1.211 1.449 -0.926 -0.1 0.1 0.1
H 2.746 -1.100 -0.577 0.1 -0.1 -0.1
H 1.170 -1.803 2.885 -0.1 0.0 0.2
H -3.170 0.911 0.108 0.0 -0.2 0.1
H 3.252 -1.710 1.014 0.1 0.0 0.0
```
Positions in Å, forces in eV/Å.

Properties
E_tot   -667.67187 hartree
Charge   +1
Energy above the lowest of the compared OMol25 structures with the same formula, charge and spin   20.8 kJ/mol
Gap between HOMO and LUMO   9.3 eV
HOMO   -0.4588 hartree

The following is a quantum chemistry calculation of 3 unconnected molecules or ions with the total composition C4H13N2S2, from the Open Molecules 2025 dataset.

```
21
Properties=species:S:1:pos:R:3:forces:R:3
S -3.164 -0.769 0.192 0.4 -0.3 0.1
S 2.702 0.761 -0.412 -0.8 0.0 0.2
N 0.856 -0.796 1.239 1.9 0.1 -2.5
N -1.213 1.461 -0.938 0.1 -3.7 0.1
C -0.017 1.118 -0.275 -1.2 1.2 2.6
C 0.110 -0.399 0.022 -1.7 -0.1 -0.9
C 1.408 -2.270 1.211 2.0 4.2 0.4
C 1.300 1.592 -1.061 1.8 0.1 -3.3
H -1.991 0.725 -0.843 1.1 1.6 -0.5
H 1.528 -2.655 0.234 -0.2 -0.4 -1.0
H 0.479 -0.908 -0.940 -0.9 0.3 1.5
H 1.130 1.275 -2.175 0.2 0.2 2.1
H 1.532 2.694 -1.121 -0.9 -0.9 0.8
H -5.832 -2.375 0.889 0.1 -0.1 -0.1
H -1.067 -0.620 0.128 1.6 -0.5 0.2
H 2.450 -2.072 1.625 -1.4 -1.1 -0.1
H -6.122 -1.967 1.431 -0.1 0.1 0.1
H -1.493 2.388 -1.071 -0.2 1.5 0.0
H -0.002 1.711 0.709 0.6 -0.8 -1.1
H 1.752 -0.180 1.334 -1.7 -0.2 0.2
H 0.746 -2.785 1.824 -0.8 -1.3 1.1
```
Positions in Å, forces in eV/Å.

Properties
E_tot   -1065.46966 hartree
Charge   +1
Energy above the lowest of the compared OMol25 structures with the same formula, charge and spin   1058.5 kJ/mol
Gap between HOMO and LUMO   4.8 eV
HOMO   -0.4884 hartree

The following is a quantum chemistry calculation of a molecular structure, C4H13N2S2, from the Open Molecules 2025 dataset.

```
21
Properties=species:S:1:pos:R:3:forces:R:3
S 0.641 -1.107 2.024 0.2 -0.1 -0.3
S 1.628 1.192 -1.853 0.3 0.2 -0.2
N 0.071 1.801 1.142 -0.1 0.0 0.0
N -1.453 -1.227 0.036 -0.8 -0.1 -0.2
C -0.416 -0.456 0.489 1.0 0.1 0.9
C -1.830 0.823 2.241 -0.3 0.1 0.1
C -0.677 0.742 1.312 0.0 0.2 -0.3
C 2.554 -0.165 -2.627 -0.1 0.1 0.1
H 0.790 1.823 0.426 0.0 0.0 0.0
H -2.633 1.365 1.735 0.0 0.0 -0.1
H 0.712 1.345 -2.811 -0.1 0.0 0.0
H -1.193 -2.035 -0.509 0.0 0.0 0.1
H -2.226 -1.400 0.661 0.1 -0.1 -0.1
H 3.433 -0.327 -2.010 0.0 -0.1 0.0
H 1.942 -1.059 -2.660 0.1 -0.1 0.0
H -0.378 -1.699 2.652 -0.1 -0.1 0.0
H -2.218 -0.149 2.529 0.1 0.0 0.0
H -1.575 1.382 3.140 0.0 0.0 0.0
H 0.344 -0.282 -0.274 -0.1 0.0 0.2
H 2.864 0.130 -3.623 0.0 0.0 0.0
H 0.008 2.592 1.769 0.0 -0.1 0.0
```
Positions in Å, forces in eV/Å.

Properties
E_tot   -1065.83793 hartree
Charge   +1
Energy above the lowest of the compared OMol25 structures with the same formula, charge and spin   91.6 kJ/mol
Gap between HOMO and LUMO   8.9 eV
HOMO   -0.4678 hartree